No. 1
Here is a structure of composition C23H15F3N5Ni at a distorted geometry from the Open Molecules 2025 dataset. Energies are from the ωB97M-V functional and the def2-TZVPD basis.

Each line ends with the Mulliken charge.
Geometry (Å):
Ni1 -0.7296 1.3011 0.0053  -0.256
N1 3.4365 0.9497 -0.0003  0.102
C1 2.1427 0.6194 0.0000  0.009
N2 1.1774 1.4966 0.0025  -0.691
C2 1.4964 2.8710 0.0020  0.696
N3 0.4760 3.7016 -0.0001  -1.197
N4 -0.6863 3.1247 -0.0012  0.935
C3 -1.8743 3.7392 -0.0017  0.080
C4 -2.9646 2.8479 0.0002  0.462
C5 -4.3257 3.2189 0.0000  -0.948
C6 -5.2957 2.2496 -0.0014  -0.124
C7 -4.9103 0.9031 -0.0006  -0.823
C8 -3.5670 0.5854 -0.0016  0.358
N5 -2.6039 1.5092 0.0000  -0.173
C9 2.8695 3.2824 -0.0004  0.726
C10 3.2773 4.6177 -0.0006  -0.428
C11 4.6221 4.9312 -0.0004  -0.774
C12 5.5851 3.9290 -0.0004  -0.443
C13 5.2042 2.5973 -0.0008  -0.855
C14 3.8585 2.2752 -0.0009  0.304
H1 4.1453 0.2271 0.0017  0.285
H2 1.8934 -0.4339 -0.0015  0.359
H3 -1.9525 4.8146 -0.0007  0.486
H4 -4.5792 4.2684 0.0011  0.405
H5 -6.3420 2.5147 -0.0014  0.439
H6 -5.6425 0.1142 0.0021  0.434
H7 -3.2509 -0.4497 -0.0020  0.283
H8 2.5214 5.3836 -0.0002  0.490
H9 4.9281 5.9634 0.0001  0.430
H10 6.6313 4.1871 0.0002  0.427
H11 5.9462 1.8146 -0.0007  0.393
F1 -1.6272 -7.9169 0.8668  -0.250
C15 -0.7168 -7.4340 0.0065  0.823
F2 0.4755 -7.9115 0.4024  -0.252
F3 -0.9770 -7.9790 -1.1849  -0.279
C16 -0.7233 -5.9302 -0.0177  0.312
C17 -0.4708 -5.2548 1.1736  -0.878
C18 -0.4642 -3.8768 1.1847  -0.591
C19 -0.7136 -3.1732 -0.0032  0.569
C20 -0.9726 -3.8645 -1.1952  -0.605
C21 -0.9739 -5.2435 -1.1991  -0.594
C22 -0.7065 -1.7663 -0.0006  0.551
C23 -0.7225 -0.5436 0.0023  -0.975
H12 -0.2832 -5.8199 2.0731  0.399
H13 -0.2769 -3.3320 2.0983  0.449
H14 -1.1678 -3.3123 -2.1024  0.455
H15 -1.1676 -5.7954 -2.1048  0.475

The charge is +1. The value obtained for the highest occupied orbital energy (spin up / spin down) is -10.75 / -10.75 eV. The calculation puts the LUMO energy (spin up / spin down) at -4.7 / -4.7 eV.

***

No. 2
Here is a structure of composition C23H16AsCeO5 at a distorted geometry from the Open Molecules 2025 dataset. Energies are from the ωB97M-V functional and the def2-TZVPD basis.

Each line ends with the Löwdin spin population.
Geometry (Å):
O1 -1.4630 -4.1766 -3.1461  0.001
C1 -0.8549 -3.1972 -3.1649  0.000
Ce1 0.2406 -0.8523 -2.8454  1.007
O2 2.8480 -2.6989 -1.1118  0.003
C2 2.0619 -2.1635 -1.7679  0.001
C3 1.8667 0.9531 -3.3487  0.002
O3 2.6223 1.8001 -3.5950  0.004
C4 -0.5932 0.2350 -4.8425  -0.013
O4 -0.6561 1.1247 -5.6331  -0.002
C5 1.2204 -1.3763 -5.0781  0.002
O5 1.4890 -1.5782 -6.1843  0.004
H1 -1.3947 -0.6430 -4.7466  -0.003
C6 -1.3072 4.1526 2.6960  0.000
C7 -0.2667 4.2626 1.7651  0.000
C8 0.0257 3.1972 0.9062  0.000
C9 -0.7074 2.0019 0.9945  -0.001
C10 -1.7542 1.8967 1.9153  0.000
C11 -2.0604 2.9757 2.7534  0.000
As1 -0.1010 0.5158 -0.1296  -0.003
C12 1.5486 0.1321 0.9173  0.000
C13 2.7275 0.6940 0.4293  0.000
C14 3.9364 0.5021 1.1000  0.000
C15 3.9594 -0.2816 2.2626  0.000
C16 2.7769 -0.8491 2.7583  0.000
C17 1.5570 -0.5957 2.1078  0.000
C18 -1.4196 -0.8859 0.3640  0.000
C19 -1.0445 -2.1852 0.7180  0.000
C20 -2.0181 -3.1827 0.8414  0.000
C21 -3.3607 -2.8863 0.5801  0.000
C22 -3.7378 -1.6019 0.1749  0.000
C23 -2.7616 -0.6112 0.0576  0.000
H2 -1.5325 4.9809 3.3702  0.000
H3 0.3244 5.1789 1.7051  0.000
H4 0.8345 3.2822 0.1794  0.000
H5 -2.3244 0.9725 1.9722  0.000
H6 -2.8956 2.8762 3.4469  0.000
H7 2.7113 1.2782 -0.4874  0.000
H8 4.8571 0.9527 0.7176  0.000
H9 4.8986 -0.4613 2.7915  0.000
H10 2.7710 -1.4789 3.6601  0.000
H11 0.6216 -0.9930 2.5010  0.000
H12 0.0066 -2.4131 0.8944  0.000
H13 -1.7074 -4.1932 1.1338  0.000
H14 -4.1100 -3.6709 0.6828  0.000
H15 -4.7854 -1.3721 -0.0395  0.000
H16 -3.0488 0.3830 -0.2758  0.000

The charge is +2. The value obtained for the highest occupied orbital energy (spin up / spin down) is -14.32 / -14.32 eV. The calculation puts the LUMO energy (spin up / spin down) at -8.8 / -8.8 eV. The multiplicity is 2.

***

No. 3
Here is a structure of composition C23H16BrMnN4O at a distorted geometry from the Open Molecules 2025 dataset. Energies are from the ωB97M-V functional and the def2-TZVPD basis.

Each line ends with the Löwdin spin population.
Geometry (Å):
Mn1 -0.1232 -0.6437 -0.5101  3.999
C1 -0.6360 -3.1880 2.8859  0.000
C2 -0.1667 -2.6563 1.6957  0.013
N1 -0.6536 -1.5209 1.1797  -0.026
C3 -1.6501 -0.8346 1.8481  0.001
C4 -2.1827 -1.3346 3.0739  -0.002
C5 -1.6222 -2.5332 3.5885  0.018
C6 -3.2004 -0.5713 3.7187  -0.001
C7 -3.6435 0.6326 3.1792  -0.004
C8 -3.1241 1.1529 2.0026  0.000
C9 -2.1144 0.4515 1.3163  -0.010
N2 -1.4924 0.7548 0.1488  -0.079
C10 -1.5706 1.8489 -0.6770  -0.008
C11 -2.4030 2.9717 -0.5760  -0.001
C12 -2.3675 3.9639 -1.5600  -0.004
C13 -1.4903 3.9149 -2.6105  -0.001
C14 -0.5961 2.8193 -2.7588  -0.002
C15 0.3576 2.6996 -3.8082  0.019
C16 1.2016 1.6115 -3.8622  0.000
C17 1.0976 0.6211 -2.8968  0.013
N3 0.1829 0.6744 -1.9195  -0.024
C18 -0.6494 1.7731 -1.8070  0.003
H1 -0.2177 -4.1109 3.2869  0.000
H2 0.6152 -3.1678 1.1348  0.000
H3 -1.9722 -2.9147 4.5337  0.001
H4 -3.6516 -0.9383 4.6313  0.000
H5 -4.4022 1.1887 3.7181  0.000
H6 -3.5404 2.0748 1.6285  0.000
H7 -3.0740 3.1243 0.2517  0.000
H8 -3.0492 4.8006 -1.4511  -0.001
H9 -1.4750 4.7347 -3.3190  0.000
H10 0.4464 3.4969 -4.5419  0.001
H11 1.9624 1.5269 -4.6358  0.000
H12 1.7490 -0.2532 -2.8981  0.000
O1 5.6791 -2.9080 -0.5250  0.003
C19 4.5062 -2.2752 -0.3909  0.004
C20 4.2845 -1.1251 0.3960  0.000
C21 3.0369 -0.5311 0.4387  0.005
N4 1.9864 -1.0580 -0.2299  0.022
C22 2.1911 -2.1649 -0.9611  0.012
Br1 0.5753 -2.8172 -1.8531  0.046
C23 3.4118 -2.8268 -1.0825  0.002
H13 6.4311 -2.4789 -0.0725  0.000
H14 5.0440 -0.6208 0.9778  0.000
H15 2.8088 0.3485 1.0220  0.000
H16 3.5005 -3.7121 -1.7096  0.000

The charge is +2. The value obtained for the highest occupied orbital energy (spin up / spin down) is -12.90 / -13.11 eV. The calculation puts the LUMO energy (spin up / spin down) at -8.2 / -7.0 eV. The multiplicity is 5.

***

No. 4
Here is a structure of composition C23H16FNO6 at a distorted geometry from the Open Molecules 2025 dataset. Energies are from the ωB97M-V functional and the def2-TZVPD basis.

Each line ends with the Mulliken charge.
Geometry (Å):
C1 2.2664 3.0322 -4.4601  -0.744
H1 2.2694 1.8252 -4.6197  0.257
O1 2.9817 3.2799 -3.3086  -0.428
C2 2.4899 3.0188 -2.1969  0.786
C3 3.1067 3.5374 -1.2687  -0.384
C4 2.7699 3.3396 0.1831  -0.779
C5 1.6604 2.5775 0.4604  0.143
C6 1.1212 1.8191 -0.7882  0.326
C7 1.5288 2.1886 -2.0614  -0.434
H2 0.8387 1.8038 -2.8310  0.458
O2 0.1553 1.0176 -0.3840  -0.105
C8 -1.0230 1.2171 -1.2021  0.277
O3 -1.5134 2.0936 -2.1206  -0.592
C9 -2.1610 0.2093 -0.6260  0.371
C10 -3.5081 0.4028 -1.1891  -0.724
C11 -4.5280 -0.2948 -0.6276  -0.967
C12 -4.3170 -1.4724 0.0391  0.091
C13 -2.8775 -1.6829 0.4580  -0.069
C14 -1.8259 -1.0386 0.0793  0.129
H3 -0.8067 -0.9847 0.4202  -0.030
H4 -2.5514 -2.6670 0.9256  0.358
N1 -5.0787 -2.3360 0.6207  0.864
O4 -4.7673 -3.4027 1.2963  -0.560
O5 -6.2808 -2.1458 0.2477  -0.606
H5 -5.3599 -0.4808 -1.0617  0.639
H6 -3.8012 1.2591 -1.6298  0.577
C15 1.1813 2.1435 1.7293  0.167
O6 1.4339 2.8421 2.7370  -0.651
C16 0.9447 0.8285 2.1889  -0.155
C17 1.4202 -0.3429 1.5874  -0.789
C18 1.3053 -1.8470 1.8621  0.777
C19 0.2075 -2.2071 2.5661  0.109
C20 -0.0581 -3.5341 2.9768  -0.862
C21 0.6635 -4.4000 2.2330  0.487
C22 1.7458 -4.0416 1.4360  -1.077
C23 2.1238 -2.8430 1.3862  -0.082
H7 2.8372 -2.5765 0.4562  0.202
H8 2.3380 -4.7168 1.2417  0.691
F1 0.5528 -5.7538 2.5860  -0.327
H9 -0.7228 -3.7383 3.6811  0.597
H10 -0.5998 -1.3704 3.2714  -0.077
H11 2.2910 -0.0052 0.9298  0.252
H12 0.3084 0.7010 2.9631  0.558
H13 3.2399 3.7466 1.0000  0.623
H14 4.1794 4.2479 -1.2931  0.160
H15 1.1318 3.2461 -4.5215  0.277
H16 2.6873 3.5052 -5.3721  0.267

The value obtained for the highest occupied orbital energy is -8.93 eV. The calculation puts the LUMO energy at -2.3 eV.

***

No. 5
Here is an isolated molecule of C23H16N4O4 at a distorted geometry from the Open Molecules 2025 dataset. Energies are from the ωB97M-V functional and the def2-TZVPD basis.

Each line ends with the Mulliken charge.
Geometry (Å):
N1 6.5757 7.8881 1.5163  -0.498
C1 5.7295 7.0976 1.4280  -0.091
C2 4.7137 6.0766 1.3329  0.463
C3 4.7973 4.8496 2.0388  -0.714
C4 3.8789 3.8665 1.9127  -0.547
C5 2.8059 4.0299 0.9789  0.605
N2 1.7951 3.0484 0.8687  0.291
C6 0.4534 3.3132 0.7235  0.247
O1 -0.1873 4.3627 0.7620  -0.641
C7 -0.2185 1.9656 0.7938  0.276
C8 -1.6056 1.7790 0.8568  -0.671
C9 -2.0309 0.4241 1.0387  -0.447
C10 -1.1044 -0.6436 1.0372  0.571
O2 -1.6809 -1.8878 1.1772  -0.186
C11 -1.1380 -3.1297 0.9543  0.695
O3 -0.0156 -3.2790 0.4698  -0.611
C12 -1.9741 -4.3248 1.1924  -0.868
C13 -3.1980 -4.1802 0.3741  -1.153
C14 -2.8700 -4.1294 -1.0639  0.932
C15 -2.1854 -5.1455 -1.6195  -0.170
C16 -1.9068 -5.0548 -2.9568  -0.584
C17 -2.2643 -3.9953 -3.6666  0.658
N3 -2.1272 -3.8862 -5.0036  -0.463
N4 -3.0574 -3.0168 -3.2160  -0.645
C18 -3.3016 -3.1029 -1.8630  -0.540
C19 0.2226 -0.3737 0.7587  -0.831
C20 0.7289 0.9891 0.9310  0.245
C21 1.9703 1.6592 0.9029  0.230
O4 2.9894 1.0358 1.0640  -0.556
C22 2.6208 5.3126 0.4456  -0.547
C23 3.6894 6.2209 0.5259  -0.510
H1 5.6487 4.8331 2.6592  0.462
H2 4.0711 2.9510 2.3724  0.450
H3 -2.2825 2.6438 0.8907  0.427
H4 -3.0747 0.2078 1.1777  0.474
H5 -1.4459 -5.1487 0.8690  0.493
H6 -2.2597 -4.3998 2.2732  0.358
H7 -3.7628 -4.9931 0.5883  0.501
H8 -3.8840 -3.2701 0.6387  0.264
H9 -1.7052 -5.9440 -0.9615  0.172
H10 -1.2604 -5.8872 -3.3683  0.178
H11 -2.8311 -3.3101 -5.3842  0.249
H12 -1.7012 -4.6462 -5.6006  0.218
H13 -3.9009 -2.2720 -1.5322  0.380
H14 0.8837 -1.2284 0.8390  0.509
H15 1.8065 5.5439 -0.0795  0.598
H16 3.5932 7.1508 -0.0769  0.327

The value obtained for the highest occupied orbital energy is -8.47 eV. The calculation puts the LUMO energy at -0.8 eV. As for the SMILES: N#Cc1ccc(N2C(=O)c3ccc(OC(=O)CCc4ccc(N)nc4)cc3C2=O)cc1.

***

Asked for calculated total energy across the records above, the calculation gives -80734.4961 -108095.5609 -133468.3770 -40585.4322 -38259.3570 eV in order.